# 1
DFT (the ωB97M-V functional and the def2-TZVPD basis) results for 3 unconnected molecules or ions with the total composition C17H35N2O5P in a non-equilibrium geometry.

Values from the calculation:
- Frontier orbital gap: 0.3549 hartree
- Structure (SMILES): C#C[PH](O)(C[C@@H]1CO1)OC[C@@H](C)C(C)C.CNC(C)=O.CNC(C)=O
- E_HOMO: -9.22 eV
- LUMO level: 0.43 eV

ORCA input file:
```
! RIJCOSX wB97M-V def2-TZVPD def2/J DEFGRID3
* xyz 0 1
C -1.46 -2.10 4.06
C -1.11 -2.06 2.91
P -0.83 -1.77 1.13
O -1.81 -3.15 0.84
C -1.95 -0.64 0.17
C -2.67 0.31 1.22
C -3.96 0.99 0.66
O -2.61 1.68 0.91
O 0.11 -0.39 1.51
C 1.47 -0.69 1.83
C 1.98 0.44 2.79
C 2.55 1.57 1.90
C 0.89 0.94 3.77
C 1.62 1.42 5.07
C 0.03 2.13 3.23
H -2.04 -2.20 4.95
H 0.30 -2.38 0.53
H -2.07 -3.17 -0.10
H -2.75 -1.14 -0.38
H -1.35 0.06 -0.42
H -2.68 -0.01 2.28
H -3.96 1.02 -0.43
H -4.46 1.75 1.27
H 2.04 -0.62 0.89
H 1.62 -1.69 2.28
H 2.83 -0.01 3.33
H 3.51 1.19 1.49
H 2.76 2.49 2.46
H 1.91 1.75 1.03
H 0.19 0.15 4.08
H 0.85 1.74 5.78
H 2.33 2.23 4.83
H 2.22 0.58 5.46
H -1.01 1.96 3.57
H 0.33 3.10 3.66
H -0.02 2.16 2.14
C 2.80 0.09 -2.46
C 4.00 0.45 -1.63
O 4.37 -0.22 -0.69
N 4.69 1.58 -1.97
C 4.41 2.51 -3.05
H 2.36 -0.83 -2.07
H 2.05 0.88 -2.40
H 3.09 -0.08 -3.50
H 5.48 1.76 -1.37
H 5.27 2.55 -3.71
H 4.24 3.50 -2.62
H 3.53 2.21 -3.62
C -2.50 -0.68 -3.63
C -2.85 -2.12 -3.32
O -2.50 -2.66 -2.28
N -3.56 -2.81 -4.24
C -4.06 -2.35 -5.52
H -1.93 -0.27 -2.80
H -1.90 -0.62 -4.53
H -3.42 -0.09 -3.75
H -3.75 -3.76 -3.97
H -5.15 -2.45 -5.53
H -3.65 -2.97 -6.31
H -3.80 -1.31 -5.71
*
```



# 2
DFT (the ωB97M-V functional and the def2-TZVPD basis) results for a molecular structure, C17H36FO13S3Tl in a non-equilibrium geometry.

Values from the calculation:
- Energy relative to the best compared isomer or geometry (same formula, charge and spin): 0.000 eV
- Frontier orbital gap: 0.0830 hartree
- E_HOMO: -15.76 eV
- LUMO level: -13.50 eV

ORCA input file:
```
! RIJCOSX wB97M-V def2-TZVPD def2/J DEFGRID3
* xyz 2 1
Tl -0.83 3.20 1.29
F -0.46 0.51 0.59
O -1.27 1.20 3.53
C -1.12 0.10 4.00
O -0.56 -0.17 5.15
C -0.59 -1.58 5.44
C -0.79 -2.22 4.07
C -1.61 -1.17 3.33
H -1.39 -1.84 6.14
H 0.32 -1.92 5.93
H -1.26 -3.20 4.07
H 0.14 -2.35 3.52
H -2.70 -1.21 3.41
H -1.38 -1.17 2.26
O -0.43 -5.46 -2.03
C -0.54 -4.59 -1.21
O -1.68 -4.38 -0.59
C -1.53 -3.27 0.34
C -0.28 -2.52 -0.12
C 0.55 -3.61 -0.80
H -1.50 -3.67 1.36
H -2.46 -2.70 0.32
H 0.18 -2.11 0.79
H -0.62 -1.70 -0.73
H 1.26 -4.18 -0.20
H 1.05 -3.26 -1.71
O -1.14 1.47 -2.96
S -2.34 1.90 -2.30
O -2.29 2.81 -1.19
O -3.30 2.43 -3.46
C -4.53 3.12 -3.15
C -4.32 4.60 -3.03
C -3.20 0.41 -1.79
H -5.01 2.69 -2.27
H -5.18 2.91 -4.00
H -3.96 4.92 -4.01
H -3.59 4.86 -2.27
H -5.26 5.12 -2.82
H -2.52 -0.01 -1.05
H -3.40 -0.20 -2.67
H -4.16 0.65 -1.33
O 3.32 1.69 -1.43
S 1.92 1.76 -1.77
O 0.95 2.45 -0.93
O 1.79 2.47 -3.22
C 2.74 2.10 -4.25
C 2.06 2.44 -5.57
C 1.28 0.11 -2.13
H 2.91 1.02 -4.20
H 3.66 2.66 -4.10
H 1.08 1.99 -5.66
H 2.73 2.15 -6.38
H 1.97 3.53 -5.66
H 2.09 -0.61 -2.03
H 0.86 0.08 -3.14
H 0.51 -0.09 -1.39
O 3.34 -2.35 4.83
S 3.46 -1.21 3.98
O 4.63 -1.01 3.15
O 2.16 -1.25 2.98
C 2.13 -0.41 1.84
C 2.88 -0.94 0.64
C 3.15 0.29 4.92
H 2.49 0.58 2.12
H 1.08 -0.27 1.50
H 2.68 -2.01 0.49
H 3.97 -0.85 0.67
H 2.55 -0.50 -0.30
H 3.80 0.28 5.80
H 2.09 0.36 5.14
H 3.36 1.12 4.25
*
```



# 3
DFT (the ωB97M-V functional and the def2-TZVPD basis) results for a molecular structure, C17H36GeN4O4RhS2Si3 in a non-equilibrium geometry.

Values from the calculation:
- Energy relative to the best compared isomer or geometry (same formula, charge and spin): 6.863 eV
- Frontier orbital gap (alpha / beta): 0.1711 / 0.1879 hartree
- E_HOMO (alpha / beta): -5.88 / -6.31 eV
- LUMO level (alpha / beta): -1.22 / -1.20 eV

ORCA input file:
```
! RIJCOSX wB97M-V def2-TZVPD def2/J DEFGRID3
* xyz 0 2
Rh -0.26 1.30 -0.63
C -0.81 3.83 -4.07
C -0.97 3.06 -2.79
N -0.70 1.74 -2.74
N -0.18 1.13 -3.78
C -0.15 -0.11 -4.12
N 0.44 -0.42 -5.33
S -0.81 -1.56 -3.32
C -1.46 3.67 -1.62
C -2.13 4.92 -1.60
C -2.72 5.35 -0.44
C -2.62 4.57 0.72
C -1.88 3.41 0.67
N -1.30 2.98 -0.44
H -0.36 3.19 -4.82
H -0.16 4.69 -3.90
H -1.77 4.20 -4.44
H 1.07 0.29 -5.66
H 0.81 -1.35 -5.37
H -2.20 5.50 -2.51
H -3.25 6.30 -0.42
H -3.11 4.87 1.64
H -1.71 2.80 1.55
O 0.63 -1.70 0.15
S 0.57 -0.70 -0.96
O 1.60 -0.95 -1.94
O -0.92 -1.14 -1.77
O -1.21 0.17 1.04
C 1.38 -4.94 1.28
Si 1.87 -3.19 1.90
C 3.45 -2.65 0.97
C 2.32 -3.25 3.78
Ge -0.38 -0.96 1.96
Si -2.36 -2.85 1.78
C -2.32 -3.70 0.07
C -3.88 -1.69 1.94
C -2.44 -4.16 3.20
Si 1.79 2.05 0.25
C 2.23 1.36 2.01
C 3.20 1.51 -0.95
C 1.91 3.99 0.36
H 2.13 -5.69 1.55
H 1.30 -4.94 0.19
H 0.43 -5.27 1.68
H 4.22 -3.42 0.99
H 3.89 -1.75 1.39
H 3.22 -2.44 -0.06
H 3.11 -3.96 3.96
H 1.46 -3.54 4.38
H 2.65 -2.27 4.12
H -2.71 -3.03 -0.68
H -2.89 -4.63 0.05
H -1.29 -3.93 -0.22
H -3.73 -0.80 1.35
H -4.03 -1.38 2.97
H -4.80 -2.17 1.61
H -1.46 -4.54 3.49
H -3.04 -5.00 2.89
H -2.90 -3.73 4.09
H 2.21 0.27 1.99
H 1.51 1.70 2.75
H 3.22 1.67 2.33
H 3.37 0.44 -0.87
H 4.13 2.03 -0.73
H 2.93 1.70 -1.98
H 1.18 4.41 1.03
H 1.77 4.44 -0.62
H 2.90 4.27 0.71
*
```



# 4
DFT (the ωB97M-V functional and the def2-TZVPD basis) results for a molecular structure, C17H36N2O5SSiV in a non-equilibrium geometry.

Values from the calculation:
- Energy relative to the best compared isomer or geometry (same formula, charge and spin): 1.074 eV
- Frontier orbital gap (alpha / beta): 0.2099 / 0.2326 hartree
- E_HOMO (alpha / beta): -18.57 / -18.57 eV
- LUMO level (alpha / beta): -12.86 / -12.24 eV

ORCA input file:
```
! RIJCOSX wB97M-V def2-TZVPD def2/J DEFGRID3
* xyz 3 1
V 0.39 -0.14 -0.29
N -0.90 -1.06 1.09
C -1.77 -1.92 0.19
C -1.27 -1.60 -1.20
O -0.83 -2.29 -2.04
O -1.03 -0.12 -1.25
H -0.45 -1.64 1.80
H -1.47 -0.37 1.58
H -2.83 -1.66 0.30
H -1.62 -2.98 0.38
C 5.11 -1.64 -2.38
C 4.01 -2.49 -1.72
C 2.95 -1.68 -1.16
N 2.10 -1.02 -0.72
H 5.77 -2.33 -2.90
H 5.68 -1.10 -1.64
H 4.69 -0.95 -3.11
H 4.39 -3.09 -0.88
H 3.53 -3.18 -2.42
C 1.65 6.85 -2.57
C 2.28 6.31 -1.31
C 2.68 4.85 -1.45
C 3.41 7.18 -0.80
O 1.18 6.36 -0.28
Si 1.03 5.94 1.22
S 0.76 1.72 0.28
O 2.25 5.30 1.97
C 2.46 4.73 3.34
C 3.91 4.27 3.34
C 1.50 3.58 3.52
C 2.21 5.84 4.34
O -0.33 6.11 1.96
C -1.71 6.59 1.57
C -2.55 6.36 2.80
C -1.58 8.06 1.23
C -2.16 5.76 0.39
H 2.39 6.87 -3.37
H 1.30 7.87 -2.42
H 0.81 6.24 -2.89
H 3.43 4.76 -2.24
H 1.81 4.25 -1.73
H 3.12 4.47 -0.52
H 4.22 7.18 -1.52
H 3.81 6.80 0.15
H 3.08 8.21 -0.67
H 4.07 3.48 2.60
H 4.16 3.88 4.33
H 4.58 5.10 3.13
H 1.62 2.82 2.73
H 0.46 3.92 3.53
H 1.70 3.08 4.47
H 2.90 6.67 4.17
H 2.37 5.47 5.35
H 1.19 6.21 4.27
H -2.18 6.93 3.65
H -2.57 5.30 3.07
H -3.57 6.68 2.61
H -1.21 8.63 2.09
H -2.55 8.46 0.96
H -0.91 8.22 0.38
H -2.15 4.70 0.64
H -1.53 5.93 -0.48
H -3.18 6.03 0.12
*
```



# 5
DFT (the ωB97M-V functional and the def2-TZVPD basis) results for 4 unconnected molecules or ions with the total composition C17H36N4O9S.

Values from the calculation:
- Frontier orbital gap: 0.3662 hartree
- Structure (SMILES): NCC[C@]1(CCCS(=O)(=O)O)COC(=O)O1.CNC(C)=O.CNC(C)=O.CNC(C)=O
- E_HOMO: -9.66 eV
- LUMO level: 0.31 eV

ORCA input file:
```
! RIJCOSX wB97M-V def2-TZVPD def2/J DEFGRID3
* xyz 0 1
N -4.72 0.81 0.15
C -3.93 -0.33 0.69
C -3.32 -1.21 -0.42
C -3.53 -2.70 -0.25
C -4.98 -3.20 -0.04
C -6.10 -2.49 -0.84
C -7.10 -1.66 -0.03
S -8.11 -2.55 1.12
O -7.32 -3.46 1.87
O -8.96 -1.61 1.79
O -8.99 -3.45 0.14
C -2.64 -3.27 0.85
O -2.33 -4.59 0.34
C -2.41 -4.54 -1.00
O -2.05 -5.39 -1.75
O -2.96 -3.37 -1.40
H -5.36 0.45 -0.55
H -4.08 1.40 -0.37
H -4.57 -0.90 1.37
H -3.14 0.11 1.30
H -2.24 -1.05 -0.45
H -3.72 -0.91 -1.39
H -5.20 -3.22 1.02
H -4.97 -4.24 -0.37
H -6.65 -3.23 -1.43
H -5.64 -1.82 -1.57
H -6.67 -0.85 0.56
H -7.82 -1.19 -0.72
H -9.28 -2.91 -0.61
H -1.69 -2.76 0.96
H -3.09 -3.32 1.84
C 1.21 0.68 1.28
C 0.04 -0.01 1.93
O -0.70 -0.76 1.30
N -0.18 0.22 3.24
C 0.60 1.05 4.14
H 1.24 0.39 0.24
H 1.10 1.77 1.34
H 2.14 0.39 1.76
H -0.97 -0.27 3.62
H 1.00 0.46 4.96
H -0.03 1.85 4.56
H 1.42 1.51 3.61
C 4.78 -1.48 0.01
C 4.84 -0.09 0.61
O 4.38 0.16 1.71
N 5.44 0.88 -0.13
C 6.04 0.78 -1.45
H 4.28 -2.13 0.72
H 4.23 -1.48 -0.93
H 5.78 -1.86 -0.18
H 5.45 1.78 0.33
H 7.09 1.05 -1.40
H 5.54 1.45 -2.14
H 5.96 -0.24 -1.83
C 7.56 5.08 -3.73
C 6.37 4.45 -3.04
O 5.62 3.68 -3.62
N 6.15 4.78 -1.74
C 6.93 5.66 -0.90
H 7.58 4.72 -4.75
H 7.47 6.17 -3.74
H 8.49 4.80 -3.24
H 5.34 4.34 -1.34
H 7.32 5.13 -0.03
H 6.32 6.49 -0.54
H 7.77 6.07 -1.45
*
```



# 6
DFT (the ωB97M-V functional and the def2-TZVPD basis) results for a molecular structure, C17H36NO2P3Tc in a non-equilibrium geometry.

Values from the calculation:
- Energy relative to the best compared isomer or geometry (same formula, charge and spin): 0.000 eV
- Frontier orbital gap (alpha / beta): 0.2893 / 0.2259 hartree
- E_HOMO (alpha / beta): -20.56 / -21.52 eV
- LUMO level (alpha / beta): -12.69 / -15.37 eV

ORCA input file:
```
! RIJCOSX wB97M-V def2-TZVPD def2/J DEFGRID3
* xyz 4 4
P 3.91 -1.30 0.05
C 4.58 -1.17 1.77
H 5.68 -1.23 1.81
H 4.14 -1.98 2.37
H 4.26 -0.20 2.17
C 4.85 -2.77 -0.55
H 4.84 -2.79 -1.65
H 4.33 -3.67 -0.19
H 5.88 -2.76 -0.17
C 4.87 0.09 -0.69
H 5.95 -0.09 -0.73
H 4.67 0.99 -0.09
H 4.48 0.27 -1.70
P -1.09 3.43 -0.67
C -1.22 4.17 0.98
H -1.47 5.24 0.90
H -0.23 4.06 1.45
H -1.98 3.65 1.59
C 0.09 4.48 -1.58
H 0.03 4.28 -2.66
H 1.12 4.28 -1.25
H -0.16 5.53 -1.37
C -2.77 3.57 -1.31
H -3.05 4.63 -1.42
H -3.47 3.08 -0.63
H -2.82 3.05 -2.28
P -2.57 -3.11 0.29
C -3.44 -3.26 1.90
H -4.41 -3.76 1.76
H -3.59 -2.23 2.26
H -2.81 -3.81 2.60
C -4.02 -2.76 -0.78
H -4.86 -3.42 -0.53
H -3.74 -2.88 -1.84
H -4.32 -1.72 -0.62
C -2.18 -4.86 -0.09
H -3.05 -5.39 -0.48
H -1.80 -5.33 0.82
H -1.37 -4.85 -0.84
Tc -0.36 1.16 -0.78
C 1.09 1.80 0.28
O 1.99 2.15 0.93
C -1.92 0.85 0.29
O -2.82 0.63 0.99
C -1.44 0.31 -3.01
C -0.94 -0.86 -2.42
C 0.43 -0.99 -2.17
C 1.30 0.06 -2.50
C 0.80 1.22 -3.10
C -0.57 1.36 -3.37
H -2.50 0.39 -3.25
H -1.62 -1.70 -2.22
H 0.84 -1.93 -1.78
H 2.37 0.00 -2.31
H 1.51 1.99 -3.38
H -0.96 2.26 -3.83
N 0.26 -0.83 0.72
H -0.59 -1.23 1.13
H 0.86 -0.50 1.47
H 0.75 -1.61 0.28
*
```



# 7
DFT (the ωB97M-V functional and the def2-TZVPD basis) results for a single C17H36NO9PS molecule in a non-equilibrium geometry.

Values from the calculation:
- Energy relative to the best compared isomer or geometry (same formula, charge and spin): 9.628 eV
- Frontier orbital gap: 0.3139 hartree
- E_HOMO: -8.47 eV
- LUMO level: 0.07 eV

ORCA input file:
```
! RIJCOSX wB97M-V def2-TZVPD def2/J DEFGRID3
* xyz 0 1
C 6.21 -0.36 -0.14
C 4.99 0.69 -0.58
O 4.26 1.26 0.56
C 3.78 2.63 0.29
C 2.17 2.52 -0.16
O 1.32 2.73 1.01
C -0.09 2.91 0.69
C -0.96 1.57 0.37
C -0.63 0.82 -1.05
C -0.43 1.81 -2.34
O -1.26 1.30 -3.48
C -2.54 2.12 0.22
C -3.67 0.96 0.47
P -5.22 1.29 -0.68
C -5.20 -0.06 -2.07
O -5.12 2.86 -1.43
O -4.17 1.14 1.84
S -3.08 0.43 2.99
O -3.27 -1.12 2.74
O -1.48 0.93 2.73
C -0.85 0.38 1.54
O 0.55 -0.09 1.73
C 0.71 -0.86 2.96
C -0.06 -2.31 3.00
N -0.39 -2.91 1.65
C 0.83 -3.22 0.82
C 0.30 -3.28 -0.76
C 0.87 -4.63 -1.53
O -1.19 -3.43 -0.70
H 6.95 0.13 0.64
H 6.88 -0.65 -1.08
H 5.77 -1.39 0.26
H 4.27 0.03 -1.28
H 5.49 1.48 -1.30
H 4.37 3.20 -0.56
H 3.86 3.21 1.33
H 2.05 1.38 -0.50
H 1.94 3.28 -1.03
H -0.15 3.69 -0.21
H -0.60 3.47 1.60
H 0.31 0.11 -0.99
H -1.56 0.12 -1.28
H 0.68 1.93 -2.70
H -0.87 2.89 -2.11
H -1.84 2.07 -3.80
H -2.60 2.67 -0.81
H -2.66 2.91 1.10
H -3.35 -0.13 0.19
H -4.36 -0.83 -1.77
H -6.22 -0.64 -2.07
H -4.91 0.42 -3.10
H -4.49 2.72 -2.21
H -1.40 -0.55 1.05
H 0.49 -0.25 3.96
H 1.87 -1.12 3.04
H -0.99 -2.25 3.73
H 0.69 -3.07 3.52
H -0.95 -3.78 1.88
H 1.26 -4.31 1.04
H 1.68 -2.41 0.85
H 0.49 -2.28 -1.34
H 0.15 -5.54 -1.35
H 1.96 -4.79 -1.12
H 0.96 -4.41 -2.69
H -1.59 -3.40 -1.62
*
```



Number 1: calculated total energy -1495.67915 a.u.. Number 2: calculated total energy -3113.50551 a.u.. Number 3: calculated total energy -5041.60624 a.u.. Number 4: calculated total energy -2785.87550 a.u.. Number 5: calculated total energy -1963.78381 a.u.. Number 6: calculated total energy -1977.87827 a.u.. Number 7: calculated total energy -2140.38003 a.u..